Model A:
The following is a quantum chemistry calculation of a 2-piece molecular cluster, C4H14N4 overall, from OMol25.

The geometry in ORCA input format:
```
! RIJCOSX wB97M-V def2-TZVPD def2/J DEFGRID3
* xyz 0 1
C -1.3902 0.4520 1.2282
N -0.2907 -0.4618 0.9023
C 1.1156 0.2599 0.6044
N -0.2234 -1.6540 1.6967
N 2.1294 -0.6671 0.6892
N 1.3118 1.5114 0.6581
H -1.0232 -2.2349 1.4562
H -0.2962 -1.4131 2.6823
H 3.0347 -0.2459 0.8236
H 1.8756 -1.5726 1.0526
H 0.5109 2.0920 0.4481
H -2.3481 -0.0428 1.0515
H -1.3927 1.3229 0.5776
H -1.3323 0.7777 2.2672
C -0.5540 0.8402 -2.3730
C 0.2690 -0.2688 -1.7329
H -0.5499 0.8091 -3.4685
H -0.1851 1.8200 -2.0489
H -1.6003 0.7932 -2.0514
H -0.0805 -1.2612 -2.0552
H 1.3084 -0.2164 -2.0526
H -0.2889 -0.6400 -0.3557
*
```

Properties
* HOMO energy: -0.2521 Eh
* orbital gap: 7.423 eV
* lowest unoccupied orbital energy: 0.56 eV

---

Model B:
The following is a quantum chemistry calculation of a 2-piece molecular cluster, C4H14N4 overall, from OMol25.

The geometry in ORCA input format:
```
! RIJCOSX wB97M-V def2-TZVPD def2/J DEFGRID3
* xyz 0 1
C -1.7374 -0.3034 -1.4777
C -2.0354 0.2980 0.9421
C 1.9729 0.2300 -0.8546
C 1.4161 1.0118 1.4270
N 0.9996 -1.9789 -0.2928
N -1.2335 0.2603 -0.2770
N 1.4976 -0.0209 0.4005
N 0.9904 -1.2201 0.7106
H -2.4239 -1.2128 -1.1915
H -2.3534 0.2900 -2.0957
H -0.9458 -0.7169 -2.2390
H -2.4809 -0.8266 0.9169
H -1.2480 0.3750 1.7890
H -2.9391 0.9864 1.0860
H 2.0677 1.3895 -0.7839
H 3.0022 -0.1760 -0.9588
H 1.2634 -0.1147 -1.6598
H 0.9835 0.5293 2.3036
H 2.4006 1.3670 1.6355
H 0.7411 1.7505 1.1711
H 0.8049 -3.0176 -0.1249
H -0.7425 1.1003 -0.4266
*
```

Properties
* SMILES string: [H]/N=N/N(C)C.CNC
* HOMO energy: -0.3007 Eh
* orbital gap: 9.146 eV
* lowest unoccupied orbital energy: 0.96 eV

---

Result of the stability comparison: model B is the most stable of them.